Record 1
{
  "formula": "C13H12AuINO",
  "method": "ωB97M-V/def2-TZVPD",
  "charge": 1,
  "e_homo_ev": -11.3,
  "symbols": ["Au", "I", "C", "C", "C", "C", "C", "C", "C", "C", "C", "C", "H", "H", "H", "H", "H", "H", "N", "C", "O", "C", "C", "H", "H", "H", "H", "H", "H"],
  "xyz": [[0.010, -0.012, 0.013], [2.515, 0.135, 0.099], [2.507, 2.236, 0.041], [3.688, 2.910, 0.028], [3.636, 4.321, -0.018], [2.430, 4.960, -0.042], [1.209, 4.239, -0.025], [-0.045, 4.894, -0.046], [-1.201, 4.175, -0.030], [-1.168, 2.759, 0.006], [0.019, 2.076, 0.015], [1.232, 2.822, 0.013], [4.641, 2.400, 0.051], [4.560, 4.881, -0.035], [2.387, 6.041, -0.078], [-0.066, 5.977, -0.071], [-2.158, 4.680, -0.047], [-2.106, 2.221, 0.023], [-3.696, -1.619, 0.474], [-2.407, -1.354, 0.452], [-2.023, -0.200, 0.086], [-1.385, -2.360, 0.856], [-0.149, -2.121, -0.012], [-4.361, -0.906, 0.211], [-4.038, -2.525, 0.744], [-1.771, -3.381, 0.788], [-1.164, -2.171, 1.910], [-0.319, -2.386, -1.055], [0.734, -2.627, 0.367]],
  "atomic_forces_ev_per_a": [[0.263, 0.067, 0.034], [-0.045, -0.083, -0.079], [0.219, 0.069, -0.019], [-0.010, 0.044, 0.006], [-0.028, -0.020, 0.001], [-0.007, -0.031, 0.000], [0.024, 0.051, 0.011], [0.014, 0.057, 0.000], [-0.051, -0.111, 0.019], [0.138, 0.110, -0.027], [-0.147, -0.016, 0.038], [-0.135, -0.041, -0.027], [0.000, 0.005, -0.007], [-0.002, 0.003, 0.007], [0.008, -0.001, 0.006], [-0.003, -0.005, -0.012], [0.010, 0.011, 0.009], [-0.016, 0.002, -0.023], [-0.072, 0.021, -0.005], [-0.045, 0.109, 0.014], [-0.263, -0.102, 0.022], [0.051, -0.293, -0.190], [0.226, 0.506, 0.176], [0.014, -0.003, -0.001], [0.019, 0.001, 0.017], [-0.060, 0.026, 0.014], [-0.001, 0.017, 0.003], [0.014, -0.160, 0.030], [-0.114, -0.233, -0.015]]
}

=====

Record 2
{
  "formula": "C32H34F3N3Pt",
  "method": "ωB97M-V/def2-TZVPD",
  "de_lowest_kj_mol": 99.5,
  "spin_multiplicity": 3,
  "e_homo_ev": [-5.7, -7.8],
  "symbols": ["Pt", "C", "C", "C", "C", "C", "C", "C", "N", "C", "C", "C", "C", "C", "C", "C", "N", "C", "C", "C", "C", "H", "H", "H", "H", "H", "H", "H", "H", "H", "H", "H", "H", "H", "H", "H", "H", "H", "H", "H", "H", "H", "H", "H", "H", "N", "C", "C", "C", "C", "C", "C", "C", "C", "C", "C", "C", "C", "C", "H", "H", "H", "H", "H", "H", "H", "H", "H", "H", "F", "C", "F", "F"],
  "xyz": [[-0.756, -0.170, -1.284], [6.157, 0.960, -0.927], [5.597, -0.302, -0.254], [6.254, -1.547, -0.867], [5.937, -0.252, 1.235], [4.095, -0.370, -0.498], [3.594, -0.413, -1.801], [2.238, -0.461, -2.013], [1.344, -0.479, -1.014], [1.799, -0.435, 0.244], [3.160, -0.385, 0.522], [0.765, -0.425, 1.311], [1.046, -0.483, 2.665], [0.016, -0.446, 3.601], [-1.283, -0.360, 3.113], [-1.501, -0.317, 1.747], [-0.496, -0.350, 0.880], [0.347, -0.494, 5.091], [1.106, -1.792, 5.400], [-0.912, -0.449, 5.957], [1.229, 0.711, 5.444], [7.230, 1.034, -0.742], [5.677, 1.858, -0.534], [6.004, 0.941, -2.007], [7.330, -1.527, -0.683], [6.099, -1.595, -1.945], [5.848, -2.460, -0.425], [7.020, -0.209, 1.355], [5.580, -1.141, 1.761], [5.515, 0.633, 1.717], [4.255, -0.399, -2.657], [1.826, -0.489, -3.012], [3.479, -0.336, 1.551], [2.072, -0.560, 2.997], [-2.135, -0.326, 3.775], [-2.488, -0.264, 1.300], [0.507, -2.666, 5.134], [1.333, -1.844, 6.467], [2.049, -1.850, 4.854], [-1.569, -1.298, 5.758], [-1.477, 0.472, 5.801], [-0.626, -0.489, 7.009], [2.170, 0.700, 4.890], [1.468, 0.698, 6.510], [0.716, 1.648, 5.219], [-2.763, -0.301, -1.227], [-3.516, -0.004, -2.200], [-3.010, 0.366, -3.565], [-3.502, 1.484, -4.230], [-2.953, 1.887, -5.438], [-1.915, 1.162, -6.009], [-1.439, 0.025, -5.370], [-1.985, -0.369, -4.156], [-5.007, -0.006, -2.005], [-5.873, -0.386, -3.027], [-7.245, -0.422, -2.817], [-7.770, -0.060, -1.585], [-6.914, 0.334, -0.563], [-5.544, 0.358, -0.772], [-4.306, 2.056, -3.783], [-3.330, 2.773, -5.933], [-1.485, 1.478, -6.951], [-0.642, -0.556, -5.818], [-1.626, -1.264, -3.663], [-5.468, -0.662, -3.993], [-7.905, -0.730, -3.618], [-8.840, -0.078, -1.423], [-7.319, 0.630, 0.397], [-4.864, 0.664, 0.013], [-0.920, 2.563, -2.417], [-0.634, 1.926, -1.260], [0.619, 2.386, -0.907], [-1.465, 2.478, -0.327]],
  "atomic_forces_ev_per_a": [[-0.218, -0.351, 0.040], [-0.006, 0.009, -0.008], [-0.021, -0.009, -0.017], [0.009, -0.004, -0.001], [-0.012, 0.004, 0.028], [0.023, 0.002, 0.032], [0.000, 0.010, -0.036], [-0.066, -0.040, 0.023], [0.012, 0.131, -0.270], [-0.051, -0.009, 0.170], [0.078, 0.029, 0.076], [0.152, -0.020, -0.086], [0.069, -0.028, 0.077], [0.054, -0.009, 0.075], [-0.063, -0.009, -0.042], [0.024, -0.041, -0.023], [-0.107, 0.125, -0.016], [-0.007, -0.012, -0.040], [-0.007, -0.020, -0.026], [-0.010, 0.009, 0.008], [0.002, 0.033, -0.002], [-0.014, -0.006, -0.007], [0.014, -0.015, -0.001], [-0.002, 0.003, 0.021], [-0.013, 0.000, -0.012], [0.000, -0.002, 0.019], [0.014, 0.015, -0.001], [-0.009, -0.002, 0.006], [0.012, 0.012, -0.007], [0.008, -0.017, -0.011], [-0.014, -0.008, 0.009], [-0.012, 0.020, 0.000], [0.008, -0.004, -0.019], [-0.029, 0.003, 0.002], [0.014, 0.001, -0.014], [0.012, 0.022, 0.003], [0.011, 0.009, 0.011], [0.000, 0.005, -0.017], [-0.019, 0.001, 0.010], [0.013, 0.012, 0.006], [0.011, -0.017, 0.003], [-0.010, 0.001, -0.006], [-0.017, 0.001, 0.015], [-0.001, -0.002, -0.017], [0.011, -0.012, 0.007], [0.022, 0.123, -0.043], [-0.085, -0.092, -0.033], [-0.007, 0.037, 0.052], [-0.012, 0.038, -0.001], [-0.011, -0.001, 0.017], [0.010, -0.035, 0.011], [-0.001, 0.040, -0.022], [0.028, 0.027, -0.022], [0.077, 0.005, -0.037], [-0.006, -0.004, -0.027], [0.022, 0.006, 0.007], [0.025, 0.005, 0.013], [0.018, 0.002, -0.020], [0.000, -0.013, 0.022], [0.009, -0.002, -0.008], [0.005, -0.005, 0.010], [-0.004, -0.004, 0.001], [-0.020, -0.006, 0.000], [0.008, -0.068, 0.031], [-0.008, -0.003, 0.003], [0.010, -0.001, 0.000], [0.001, -0.001, 0.004], [0.006, -0.002, -0.006], [-0.008, -0.005, 0.000], [-0.040, -0.008, -0.153], [0.159, 0.163, 0.277], [-0.030, -0.017, -0.012], [-0.008, 0.000, -0.026]]
}

=====

Record 3
{
  "formula": "C13H25Cl15",
  "method": "ωB97M-V/def2-TZVPD",
  "de_lowest_kj_mol": 104.6,
  "smiles": "ClC(Cl)Cl.ClCCCl.ClCCCl.ClCCCl.ClCCCl.ClCCCl.ClCCCl",
  "e_homo_ev": -10.6,
  "symbols": ["Cl", "C", "Cl", "Cl", "H", "Cl", "C", "C", "Cl", "H", "H", "H", "H", "Cl", "C", "C", "Cl", "H", "H", "H", "H", "Cl", "C", "C", "Cl", "H", "H", "H", "H", "Cl", "C", "C", "Cl", "H", "H", "H", "H", "Cl", "C", "C", "Cl", "H", "H", "H", "H", "Cl", "C", "C", "Cl", "H", "H", "H", "H"],
  "xyz": [[3.343, 3.705, 3.427], [2.636, 2.748, 2.045], [3.838, 2.547, 0.822], [1.121, 3.586, 1.423], [2.409, 1.738, 2.383], [-3.820, 2.179, 1.930], [-3.665, 2.980, 0.352], [-4.015, 4.482, 0.340], [-5.797, 4.664, 0.549], [-4.187, 2.418, -0.422], [-2.613, 2.949, 0.071], [-3.695, 5.018, -0.553], [-3.469, 4.991, 1.134], [3.375, -0.488, 3.467], [3.309, -2.282, 3.463], [3.368, -2.892, 2.031], [4.795, -2.394, 1.104], [2.386, -2.561, 3.970], [4.191, -2.662, 3.977], [2.440, -2.687, 1.497], [3.364, -3.980, 2.095], [3.573, -0.674, -3.765], [2.456, -1.476, -2.661], [2.688, -2.997, -2.692], [1.834, -3.954, -1.427], [1.408, -1.275, -2.886], [2.619, -1.070, -1.663], [3.750, -3.200, -2.555], [2.407, -3.400, -3.665], [-1.469, 2.161, -6.464], [0.121, 1.921, -5.614], [0.283, 0.476, -5.113], [-1.128, 0.019, -4.054], [0.152, 2.651, -4.805], [0.930, 2.157, -6.305], [1.209, 0.493, -4.539], [0.435, -0.279, -5.885], [-3.355, -4.404, 4.532], [-3.257, -2.611, 4.912], [-3.830, -1.904, 3.740], [-2.789, -2.094, 2.279], [-2.191, -2.414, 5.029], [-3.729, -2.437, 5.879], [-3.898, -0.837, 3.954], [-4.851, -2.260, 3.601], [1.080, 1.592, -1.832], [-0.395, 1.173, -0.762], [-0.552, -0.321, -0.398], [0.840, -0.914, 0.395], [-1.273, 1.561, -1.278], [-0.327, 1.789, 0.135], [-0.605, -0.887, -1.328], [-1.450, -0.642, 0.130]],
  "atomic_forces_ev_per_a": [[-0.661, -0.619, -0.738], [-0.272, 0.685, 0.622], [0.211, 0.117, -0.603], [1.175, -0.616, 0.554], [-0.460, 0.455, 0.174], [-0.133, 0.190, -0.175], [0.790, 0.995, -0.929], [-0.264, -0.683, 0.592], [0.526, 0.272, -0.020], [-0.324, 0.071, 0.327], [0.140, -0.193, 0.205], [-0.292, -0.535, -0.346], [-0.426, -0.118, 0.353], [0.031, -0.332, 0.000], [0.577, -0.501, -1.147], [-1.021, 0.111, 0.814], [-0.234, 0.023, 0.061], [0.156, -0.102, -0.116], [-0.184, 0.313, 0.338], [0.326, 0.447, -0.268], [0.358, 0.004, 0.276], [-0.045, 0.043, -0.273], [-0.677, -1.021, 1.226], [0.701, 0.188, -0.323], [0.007, 0.557, -0.318], [0.137, 0.261, -0.420], [0.213, -0.101, -0.137], [-0.090, 0.012, 0.084], [-0.142, -0.013, 0.143], [0.712, 0.013, 0.121], [-0.561, -0.600, -0.238], [-0.032, 0.965, 0.279], [0.840, -0.063, -0.488], [-0.100, -0.294, 0.070], [-0.155, -0.075, -0.122], [-0.244, -0.202, 0.431], [-0.554, 0.205, -0.098], [0.017, 0.487, 0.556], [1.086, -1.412, 0.001], [-0.417, 0.849, 0.143], [-0.555, 0.025, 0.426], [-0.082, 0.063, -0.047], [-0.367, 0.030, -0.343], [0.153, 0.058, -0.137], [0.199, -0.079, -0.631], [-1.255, -0.531, 1.074], [-0.292, 0.149, 0.274], [-0.453, 0.547, -2.295], [1.362, -0.459, 1.358], [0.137, -0.370, -0.405], [0.510, -0.168, -0.046], [-0.040, 0.102, -0.185], [-0.031, 0.852, 0.346]]
}

=====

Record 4
{
  "formula": "C34H66FGeN3O2PSSbSe2W",
  "method": "ωB97M-V/def2-TZVPD",
  "de_lowest_kj_mol": 48.5,
  "e_homo_ev": -7.4,
  "symbols": ["W", "O", "C", "N", "C", "O", "C", "C", "C", "C", "C", "C", "H", "H", "H", "H", "F", "C", "Ge", "C", "C", "C", "Se", "C", "H", "H", "H", "H", "H", "H", "H", "H", "H", "H", "H", "H", "H", "H", "C", "C", "Sb", "C", "C", "C", "C", "H", "H", "H", "H", "H", "H", "H", "H", "H", "H", "H", "H", "H", "H", "H", "C", "C", "P", "C", "C", "C", "C", "H", "H", "H", "H", "H", "H", "H", "H", "H", "H", "H", "H", "H", "H", "H", "Se", "S", "C", "N", "C", "C", "C", "N", "H", "H", "H", "H", "H", "H", "H", "H", "C", "C", "C", "C", "C", "H", "H", "H", "H", "H", "H", "H", "H", "H", "H"],
  "xyz": [[-0.223, -0.467, -0.632], [1.264, -4.216, 0.030], [2.281, -2.089, 0.611], [1.603, -0.811, 0.424], [2.403, 0.043, -0.205], [1.901, 0.962, -0.882], [3.808, -0.403, -0.079], [5.009, 0.213, -0.380], [6.175, -0.503, -0.143], [6.119, -1.796, 0.372], [4.902, -2.409, 0.656], [3.740, -1.699, 0.417], [5.030, 1.221, -0.774], [7.137, -0.054, -0.352], [7.041, -2.333, 0.554], [4.875, -3.418, 1.052], [-0.536, 1.317, 0.182], [0.519, 1.147, -6.801], [1.006, -0.556, -5.977], [2.893, -0.554, -5.470], [0.614, -2.034, -7.197], [-0.006, -0.843, -4.313], [0.185, 0.665, -3.093], [-1.440, 1.559, -3.637], [1.133, 1.317, -7.686], [0.689, 1.972, -6.109], [-0.527, 1.152, -7.106], [3.525, -0.252, -6.306], [3.203, -1.550, -5.149], [3.058, 0.142, -4.646], [1.189, -1.932, -8.118], [-0.445, -2.050, -7.454], [0.872, -2.989, -6.738], [0.409, -1.701, -3.785], [-1.073, -1.022, -4.445], [-1.349, 1.818, -4.690], [-1.549, 2.452, -3.027], [-2.279, 0.890, -3.455], [-4.770, 5.630, -0.521], [-4.904, 4.285, 0.188], [-3.211, 2.998, -0.230], [-3.843, 1.364, 1.037], [-4.409, 1.682, 2.416], [-1.814, 3.996, 1.089], [-2.356, 4.768, 2.286], [-5.618, 6.288, -0.314], [-4.709, 5.503, -1.604], [-3.865, 6.157, -0.208], [-5.802, 3.761, -0.146], [-4.994, 4.424, 1.266], [-2.954, 0.736, 1.109], [-4.575, 0.819, 0.432], [-3.653, 2.120, 3.067], [-4.772, 0.778, 2.919], [-5.249, 2.377, 2.367], [-1.228, 4.656, 0.445], [-1.135, 3.198, 1.393], [-3.045, 5.560, 1.984], [-1.543, 5.244, 2.843], [-2.891, 4.122, 2.983], [-0.648, 2.757, 5.131], [-0.619, 1.714, 4.018], [0.968, 1.430, 3.111], [1.538, 3.171, 2.823], [2.454, 3.278, 1.604], [2.072, 0.922, 4.507], [3.521, 0.760, 4.048], [-1.637, 2.806, 5.593], [-0.417, 3.752, 4.749], [0.070, 2.528, 5.920], [-1.352, 1.961, 3.245], [-0.922, 0.733, 4.399], [2.020, 3.571, 3.721], [0.643, 3.777, 2.650], [3.352, 2.667, 1.723], [2.773, 4.309, 1.438], [1.941, 2.923, 0.709], [1.687, -0.037, 4.868], [2.023, 1.627, 5.342], [3.589, 0.111, 3.170], [4.144, 0.331, 4.835], [3.955, 1.723, 3.774], [-2.310, -1.079, -1.439], [-1.025, -1.115, 1.756], [-2.096, -2.423, 1.391], [-3.402, -2.245, 1.566], [-4.408, -3.194, 1.105], [-3.837, -4.601, 1.180], [-2.502, -4.646, 0.456], [-1.638, -3.593, 0.971], [-3.673, -1.289, 1.744], [-4.690, -2.949, 0.077], [-5.289, -3.095, 1.737], [-4.531, -5.306, 0.725], [-3.698, -4.888, 2.224], [-2.642, -4.507, -0.621], [-2.004, -5.601, 0.617], [-0.642, -3.643, 0.767], [2.689, -3.201, -1.701], [1.689, -2.964, -0.571], [0.982, -5.290, -0.843], [2.074, -2.679, 2.000], [0.468, -2.253, -1.118], [3.533, -3.811, -1.373], [3.076, -2.245, -2.052], [2.203, -3.690, -2.547], [1.881, -5.667, -1.334], [0.246, -5.024, -1.609], [0.570, -6.088, -0.225], [2.408, -1.946, 2.736], [2.651, -3.596, 2.116], [1.027, -2.893, 2.194], [-0.083, -2.945, -1.761]],
  "atomic_forces_ev_per_a": [[-0.368, -0.219, -0.335], [-0.004, -0.006, -0.008], [-0.046, -0.029, 0.009], [-0.031, 0.133, -0.087], [-0.054, 0.078, 0.008], [0.206, 0.109, 0.022], [0.007, -0.012, 0.004], [-0.007, 0.001, 0.010], [0.005, 0.000, 0.005], [0.003, 0.001, 0.003], [-0.006, -0.001, -0.008], [0.008, -0.012, -0.008], [-0.002, 0.000, -0.001], [0.001, -0.001, 0.000], [-0.001, 0.000, 0.000], [0.001, 0.001, 0.000], [0.087, -0.049, 0.005], [0.005, 0.010, 0.009], [-0.010, -0.018, 0.010], [0.002, 0.008, -0.002], [0.010, 0.000, -0.009], [0.008, 0.022, -0.020], [0.065, -0.141, 0.038], [-0.018, 0.024, 0.036], [-0.006, 0.001, -0.002], [0.001, -0.002, -0.004], [-0.002, 0.001, 0.004], [-0.001, -0.006, -0.003], [-0.003, 0.004, 0.006], [0.002, -0.002, -0.007], [-0.001, -0.002, 0.000], [0.000, -0.001, 0.001], [-0.003, 0.000, 0.000], [0.005, 0.000, 0.016], [-0.008, 0.004, -0.003], [0.002, 0.003, 0.015], [-0.005, -0.002, -0.001], [0.002, 0.000, 0.006], [0.001, -0.010, 0.004], [0.008, 0.006, 0.004], [-0.013, 0.046, 0.027], [-0.019, 0.007, 0.001], [-0.004, -0.001, -0.022], [0.005, -0.044, 0.016], [0.000, -0.002, -0.019], [0.002, 0.001, -0.002], [0.000, 0.004, -0.001], [-0.001, 0.004, -0.003], [-0.001, -0.003, 0.002], [0.000, -0.004, 0.002], [0.022, -0.012, 0.002], [0.011, -0.005, -0.002], [0.010, 0.003, 0.010], [-0.005, 0.001, 0.009], [0.000, -0.005, 0.007], [0.000, 0.001, -0.004], [-0.016, 0.031, -0.023], [0.002, 0.001, 0.001], [-0.004, -0.001, 0.004], [-0.002, 0.006, 0.004], [0.001, -0.007, -0.010], [0.002, 0.000, 0.023], [0.020, -0.022, 0.041], [-0.008, 0.004, -0.020], [-0.020, 0.002, -0.005], [0.012, 0.015, -0.006], [-0.011, 0.001, -0.001], [-0.004, 0.008, 0.000], [0.008, 0.000, 0.006], [-0.004, -0.003, 0.006], [-0.009, -0.007, 0.006], [-0.002, 0.003, -0.003], [-0.002, 0.004, 0.003], [0.012, -0.008, 0.008], [0.005, -0.004, -0.002], [0.006, 0.004, 0.001], [0.007, 0.009, 0.017], [0.001, 0.000, 0.007], [-0.005, 0.002, 0.003], [0.004, 0.002, 0.000], [0.003, -0.001, -0.001], [0.002, 0.000, 0.000], [0.108, 0.046, 0.041], [-0.010, -0.003, 0.055], [0.019, 0.042, -0.047], [-0.019, -0.030, -0.004], [-0.002, 0.004, 0.017], [-0.002, -0.002, -0.015], [-0.002, 0.008, 0.012], [0.014, -0.045, 0.018], [0.010, 0.004, 0.002], [0.000, 0.001, 0.001], [-0.001, -0.004, 0.001], [-0.002, 0.000, 0.004], [0.002, 0.001, 0.002], [-0.001, 0.007, -0.001], [-0.002, -0.002, -0.006], [-0.010, 0.022, 0.034], [-0.027, -0.013, 0.018], [0.019, 0.026, 0.025], [0.014, 0.014, -0.002], [-0.011, -0.001, -0.002], [0.014, -0.002, 0.066], [0.004, -0.004, 0.002], [-0.001, 0.000, 0.004], [0.001, -0.004, -0.001], [0.006, 0.000, -0.007], [0.005, -0.007, -0.004], [0.002, 0.001, -0.001], [0.001, -0.002, -0.003], [0.001, -0.003, 0.004], [0.021, -0.013, 0.001], [-0.004, 0.035, -0.010]]
}